This record from OMol25 describes a molecular structure, C27H33N4OPdSSi in a non-equilibrium geometry. The level of theory is the ωB97M-V functional and the def2-TZVPD basis.

Geometry as XYZ:
```
68
Properties=species:S:1:pos:R:3:forces:R:3:lowdin_charge:R:1
Pd 0.19449 0.09336 -0.19469 0.5 -0.5 -0.4 0.94
C 0.36720 -1.44234 3.82386 0.1 0.0 0.0 -0.09
C 1.49254 -0.77107 4.30355 -0.1 0.0 0.0 -0.11
C 2.11792 0.17190 3.50523 0.2 0.1 0.2 -0.05
C 1.63443 0.42241 2.22469 0.2 0.0 0.0 -0.20
C 0.52317 -0.26698 1.72315 -0.4 0.0 -0.3 -0.20
C -0.11126 -1.19586 2.54474 0.1 0.0 0.1 -0.10
C 2.17746 1.44553 1.32373 0.3 -0.2 0.8 -0.22
C 3.30706 2.25297 1.61906 0.0 -0.2 0.3 0.01
C 3.69282 3.21813 0.75537 0.2 0.2 0.1 -0.01
C 2.90625 3.48987 -0.37874 -0.3 0.0 -0.3 -0.16
C 3.19916 4.55256 -1.27090 0.2 -0.2 0.3 -0.05
C 2.37776 4.81092 -2.31970 -0.4 -0.1 -0.3 -0.09
C 1.20588 4.03196 -2.50455 0.3 0.3 -0.1 -0.05
C 0.90223 3.00236 -1.66797 0.0 -0.1 0.1 -0.02
C 1.77198 2.67453 -0.60287 0.2 0.0 0.0 -0.19
N 1.50617 1.59480 0.21034 -0.2 0.8 -0.9 0.02
H -0.13130 -2.17470 4.45163 0.0 0.0 0.0 0.09
H 1.87797 -0.98297 5.29262 0.0 0.0 0.0 0.09
H 2.97641 0.71824 3.89052 -0.1 -0.1 0.0 0.09
H -0.97712 -1.73218 2.17746 0.0 0.0 0.0 0.08
H 3.85720 2.07704 2.53174 0.0 0.0 0.0 0.10
H 4.56831 3.82956 0.95166 0.0 -0.1 0.0 0.12
H 4.08849 5.15153 -1.09850 -0.1 0.0 0.0 0.11
H 2.60691 5.62022 -3.00280 0.0 0.0 0.0 0.10
H 0.53487 4.25264 -3.32341 0.0 0.1 0.0 0.11
H 0.00141 2.43100 -1.80008 -0.1 -0.1 0.0 0.09
C 1.15209 -3.07987 -1.04925 0.1 -0.1 -0.1 -0.17
Si -0.69567 -2.92288 -0.73596 0.1 0.0 -0.1 0.26
C -1.59674 -3.49048 -2.27957 -0.2 -0.1 -0.2 -0.18
C -1.07109 -4.21498 0.58742 -0.2 0.0 0.2 -0.19
O -1.18596 -1.43304 -0.31693 1.0 -0.7 -0.1 -0.47
H 1.54101 -4.05401 -0.72208 -0.1 0.1 -0.1 0.02
H 1.68493 -2.31033 -0.49275 0.1 0.1 0.1 0.00
H 1.39682 -2.94308 -2.10904 0.0 0.0 0.1 0.03
H -1.26302 -4.49074 -2.59083 -0.1 0.2 0.0 0.03
H -1.41712 -2.78962 -3.10449 0.0 -0.1 0.1 0.02
H -2.67937 -3.53927 -2.09560 0.1 0.0 -0.1 0.02
H -0.88567 -5.21957 0.18566 0.0 0.1 0.1 0.02
H -2.11556 -4.17314 0.92586 0.1 0.0 0.0 0.02
H -0.42529 -4.07552 1.46357 -0.1 0.0 -0.1 0.02
C -2.12823 0.21063 -2.79986 0.4 0.0 -0.1 -0.06
C -0.69252 0.07666 -3.23814 0.2 0.2 0.2 -0.40
C -0.19845 -0.06969 -4.51708 0.3 0.0 -0.3 -0.11
C 1.22698 -0.06569 -4.40833 -0.3 -0.1 -0.3 -0.10
C 1.51864 0.08709 -3.07035 -0.1 0.0 0.3 -0.40
C 2.87829 0.20966 -2.43219 -0.2 0.0 -0.1 -0.06
N 0.35348 0.17621 -2.35204 -0.4 -0.1 0.3 -0.05
H -2.75201 0.53377 -3.63699 0.0 0.0 0.0 0.08
H -2.20663 0.95286 -1.99992 0.0 0.0 -0.2 0.06
H -2.52425 -0.72676 -2.39919 0.2 0.1 -0.2 0.03
H -0.79028 -0.17275 -5.42075 0.1 0.0 0.1 0.08
H 1.95391 -0.16661 -5.20724 -0.1 0.0 0.1 0.08
H 3.60584 -0.42601 -2.94405 0.0 0.0 0.0 0.07
H 2.84334 -0.08839 -1.38213 0.0 -0.1 0.0 0.05
H 3.25581 1.24090 -2.47154 0.0 -0.1 0.0 0.06
S -1.62614 2.42522 1.21167 -0.3 0.3 0.0 0.57
C -2.91088 1.57664 0.55761 -0.2 -0.7 -0.2 -0.91
N -2.92505 0.28465 0.20206 -0.9 1.3 0.5 0.00
C -4.19583 -0.14018 -0.36204 0.1 0.1 0.2 -0.15
C -4.95844 1.18585 -0.51602 0.1 0.2 0.1 -0.15
N -4.15219 2.09243 0.29989 -0.3 0.0 0.0 -0.01
H -2.08911 -0.30044 0.13706 0.0 -0.6 0.1 0.01
H -4.71198 -0.82175 0.31774 0.0 0.0 0.0 0.11
H -4.04809 -0.64703 -1.31407 -0.1 0.0 0.1 0.09
H -5.97983 1.11773 -0.14295 0.0 0.0 0.0 0.10
H -4.99423 1.51002 -1.55917 0.0 0.0 0.0 0.11
H -4.24895 3.08950 0.25422 0.0 0.1 0.0 0.11
```
Forces are in eV/Å.

For the energy, the calculation gives -2158.6730 a.u. Its energy above the lowest of the compared OMol25 structures with the same formula, charge and spin is 0.131 eV. The value obtained for the HOMO energy is -0.139 Eh. The charge is -1.